C3H10N4O | wB97M-V/def2-TZVPD

Each atom is followed by the atoms it is bonded to, with distances in Å.
CARTESIAN COORDINATES (ANGSTROEM)
1 O -0.06869 -3.03389 -1.94719  C7 1.206
2 N -0.85339 2.83489 0.19794  C8 1.383, H13 1.009, H18 1.002
3 N 0.59710 1.75993 1.73251  C6 1.457, C8 1.266
4 N -0.29457 -2.69124 0.29350  C7 1.378, H9 0.998, H12 1.007
5 N -0.30170 -0.89829 -1.16549  C7 1.390, H14 1.005, H15 1.011
6 C 1.66256 1.89150 0.74815  N3 1.457, H10 1.087, H11 1.096, H16 1.095
7 C -0.20944 -2.27754 -1.01785  O1 1.206, N4 1.378, N5 1.390
8 C -0.52998 2.22950 1.39814  N2 1.383, N3 1.266, H17 1.084
9 H 0.05972 -2.06149 0.98254  N4 0.998
10 H 2.61308 1.66748 1.22524  C6 1.087
11 H 1.53120 1.18442 -0.07898  C6 1.096
12 H -0.01708 -3.65115 0.41775  N4 1.007
13 H -0.28950 2.55929 -0.59192  N2 1.009
14 H -0.44439 -0.65546 -2.12985  N5 1.005
15 H -0.97625 -0.47106 -0.54466  N5 1.011
16 H 1.72577 2.90533 0.33894  C6 1.095
17 H -1.33142 2.21515 2.12813  C8 1.084
18 H -1.82869 2.91156 -0.01722  N2 1.002

Results
* LUMO energy: 0.020 Eh
* DFT total energy: -11281.7398 eV
* ΔE to the lowest compared entry with this formula, charge and spin: 10.6 kcal/mol
* SMILES: C/N=C\N.NC(N)=O

natural (NBO) population analysis, charges in e, atoms 1 to 6: number 1, O, carries -0.630; number 2, N, carries -0.837; number 3, N, carries -0.479; number 4, N, carries -0.849; number 5, N, carries -0.860; number 6, C, carries -0.471

=====

C3H10N4O | wB97M-V/def2-TZVPD

Each atom is followed by the atoms it is bonded to, with distances in Å.
CARTESIAN COORDINATES (ANGSTROEM)
1 O -0.33947 2.38581 1.02796  C6 1.235
2 N -1.16054 -1.70382 -1.83566  C7 1.284, C8 1.422
3 N 1.60285 1.50116 1.92561  C6 1.389, H9 0.985, H18 0.988
4 N -0.07043 0.21398 -0.79912  C7 1.426, H11 1.048, H16 1.014
5 N -0.41725 0.51337 2.41527  C6 1.396, H15 0.991, H17 0.998
6 C 0.22994 1.53477 1.71792  O1 1.235, N3 1.389, N5 1.396
7 C -1.17689 -0.60406 -1.17322  N2 1.284, N4 1.426, H14 1.077
8 C 0.01665 -1.99786 -2.57757  N2 1.422, H10 1.109, H12 1.076, H13 1.098
9 H 2.14851 2.11702 1.38322  N3 0.985
10 H 0.91485 -2.13622 -1.94138  C8 1.109
11 H -0.48801 1.17467 -0.76858  N4 1.048
12 H -0.21169 -2.89161 -3.13238  C8 1.076
13 H 0.29060 -1.16696 -3.24079  C8 1.098
14 H -2.07942 -0.24451 -0.70880  C7 1.077
15 H -1.40713 0.56781 2.41522  N5 0.991
16 H 0.22141 0.17550 0.17120  N4 1.014
17 H -0.03010 -0.01770 3.16665  N5 0.998
18 H 1.95612 0.57866 1.95446  N3 0.988

Results
* LUMO energy: 0.020 Eh
* DFT total energy: -11280.7241 eV
* ΔE to the lowest compared entry with this formula, charge and spin: 34.0 kcal/mol
* SMILES: C/N=C\N.NC(N)=O

natural (NBO) population analysis, charges in e, atoms 1 to 6: number 1, O, carries -0.646; number 2, N, carries -0.421; number 3, N, carries -0.835; number 4, N, carries -0.899; number 5, N, carries -0.859; number 6, C, carries 0.763

=====

C3H10NO | wB97M-V/def2-TZVPD

Each atom is followed by the atoms it is bonded to, with distances in Å.
CARTESIAN COORDINATES (ANGSTROEM)
1 O 1.17766 1.40937 1.71058  C5 1.343
2 N -0.38978 -0.47813 0.81042  C3 1.481, H11 1.042, H15 1.125
3 C -0.53481 -0.77914 -0.63259  N2 1.481, C4 1.520, H6 1.135, H9 1.052
4 C -1.57071 -1.83864 -0.97178  C3 1.520, H10 1.088, H13 1.076, H14 1.113
5 C 1.52187 2.23566 0.70924  O1 1.343, H7 1.226, H8 1.134, H12 1.150
6 H 0.45969 -1.30792 -0.77354  C3 1.135
7 H 2.26276 3.16185 1.02038  C5 1.226
8 H 0.66694 2.81195 0.23639  C5 1.134
9 H -0.45119 0.16852 -1.08163  C3 1.052
10 H -2.53081 -1.59863 -1.42269  C4 1.088
11 H 0.16305 -1.19940 1.32075  N2 1.042
12 H 2.03475 1.83706 -0.24007  C5 1.150
13 H -1.80954 -2.29104 -0.02526  C4 1.076
14 H -1.24825 -2.52354 -1.78793  C4 1.113
15 H 0.24836 0.39201 1.12773  N2 1.125

Results
* LUMO energy: 0.150 Eh
* total charge: -1
* DFT total energy: -6809.0909 eV
* ΔE to the lowest compared entry with this formula, charge and spin: 38.8 kcal/mol

natural (NBO) population analysis, charges in e, atoms 1 to 6: number 1, O, carries -0.915; number 2, N, carries -0.946; number 3, C, carries -0.238; number 4, C, carries -0.634; number 5, C, carries -0.185; number 6, H, carries 0.146